Density functional theory data (ωB97M-V/def2-TZVPD) for a 3-piece molecular cluster, C14H20F2N3O7 overall.

## Properties
- Relative energy (zero: lowest compared OMol25 entry of this formula, charge and spin): 0.000 eV
- Largest force on an atom: 0.76 eV/Å
- Orbital gap: 9.86 eV
- Total charge: +1
- Lowest unoccupied orbital energy: -3.34 eV

```
46
C14H20F2N3O7 (ωB97M-V/def2-TZVPD)
C 0.77 -2.59 -0.49
C 1.19 -1.34 0.26
O 0.07 -0.45 0.52
C -0.53 -0.63 1.73
N 0.25 0.01 2.82
C 0.92 -0.61 3.86
C 1.53 0.36 4.56
N 1.27 1.56 3.93
C 1.79 2.88 4.32
C 2.66 3.49 3.23
N 3.63 2.92 2.65
C 0.49 1.31 2.89
H 0.52 -3.42 0.17
H 1.56 -2.91 -1.17
H -0.11 -2.37 -1.11
H 1.92 -0.76 -0.32
H 1.66 -1.58 1.22
H -1.50 -0.13 1.71
H -0.66 -1.68 2.02
H 0.89 -1.68 4.02
H 2.14 0.29 5.45
H 2.38 2.72 5.23
H 0.94 3.51 4.57
H 2.39 4.50 2.92
H 3.79 1.97 2.97
H 0.14 2.05 2.19
C 0.40 0.38 -2.64
C 0.13 1.08 -3.95
O 1.43 1.22 -4.50
C 2.24 0.27 -3.96
O 3.32 -0.01 -4.34
O 1.60 -0.35 -2.93
F -0.42 2.31 -3.77
H 0.60 1.10 -1.84
H -0.39 -0.30 -2.34
H -0.50 0.53 -4.65
C -4.75 -1.72 -2.29
C -3.33 -1.64 -1.76
O -2.61 -1.22 -2.90
C -3.46 -0.55 -3.74
O -3.12 0.10 -4.66
O -4.73 -0.75 -3.34
F -2.85 -2.83 -1.34
H -4.95 -2.71 -2.70
H -5.52 -1.45 -1.56
H -3.18 -0.91 -0.96
```

***

Density functional theory data (ωB97M-V/def2-TZVPD) for a 2-piece molecular cluster, C4H6O2 overall.

## Properties
- Relative energy (zero: lowest compared OMol25 entry of this formula, charge and spin): 6.223 eV
- Largest force on an atom: 0.38 eV/Å
- Orbital gap: 9.32 eV
- Total charge: 0
- Lowest unoccupied orbital energy: 0.50 eV

```
12
C4H6O2 (ωB97M-V/def2-TZVPD)
C 0.94 1.45 0.34
O 0.47 1.26 -1.00
C -0.41 0.20 -0.59
C 0.41 -1.12 -0.70
O 0.81 -0.98 0.57
C 0.12 0.27 0.84
H 0.61 2.41 0.74
H 2.03 1.34 0.44
H -1.44 0.29 -0.95
H -1.92 -2.75 -0.63
H -1.22 -2.64 -0.85
H -0.41 0.27 1.79
```

***

Density functional theory data (ωB97M-V/def2-TZVPD) for C26H35N2Sn as an isolated structure.

## Properties
- Relative energy (zero: lowest compared OMol25 entry of this formula, charge and spin): 1.263 eV
- Largest force on an atom: 3.42 eV/Å
- Orbital gap (alpha / beta): 5.60 / 5.61 eV
- Total charge: +1
- Lowest unoccupied orbital energy (alpha / beta): -3.70 / -3.59 eV

```
64
C26H35N2Sn (ωB97M-V/def2-TZVPD)
C 1.54 -3.06 0.19
C 2.50 -2.41 -0.64
C 2.02 -2.43 -1.97
C 0.76 -3.09 -1.98
C 0.46 -3.48 -0.65
Sn -0.76 -0.06 0.86
C -2.55 2.47 -0.50
C -2.72 1.89 0.89
H -2.74 2.62 1.70
C -2.98 0.54 1.19
H -3.47 -0.15 0.49
H -3.15 0.27 2.25
C -3.31 3.82 -0.53
H -2.87 4.55 0.16
H -3.33 4.25 -1.54
H -4.35 3.64 -0.22
C -3.18 1.56 -1.58
H -2.77 0.55 -1.54
H -4.27 1.52 -1.46
H -2.95 1.97 -2.56
C 3.76 -1.78 -0.19
H 3.96 -2.00 0.86
H 4.60 -2.16 -0.79
H 3.74 -0.69 -0.32
C 2.71 -1.86 -3.14
H 2.51 -0.78 -3.25
H 3.79 -1.99 -3.06
H 2.37 -2.35 -4.07
C -0.09 -3.34 -3.16
H 0.12 -2.62 -3.96
H 0.08 -4.35 -3.57
H -1.16 -3.28 -2.90
C -0.76 -4.21 -0.22
H -1.65 -3.78 -0.69
H -0.71 -5.27 -0.52
H -0.88 -4.18 0.87
C 1.66 -3.26 1.65
H 0.90 -3.96 2.01
H 2.65 -3.67 1.90
H 1.55 -2.31 2.21
C -0.36 1.35 -0.79
C -1.10 2.61 -0.87
C 0.43 0.92 -1.84
C -0.84 3.44 -2.09
H -0.42 2.90 0.00
C 0.59 1.70 -3.00
H 0.91 -0.06 -1.81
C -0.02 2.97 -3.08
H -1.35 4.40 -2.19
H 1.21 1.33 -3.82
H 0.15 3.59 -3.97
N 0.62 -0.94 3.69
C 0.69 0.44 3.74
C 1.35 1.07 4.81
C 1.34 2.46 4.87
C 0.72 3.17 3.82
C 0.18 2.48 2.75
N 0.14 1.12 2.70
H -0.26 -1.35 3.39
H 1.01 -1.42 4.49
H 1.81 0.45 5.57
H 1.79 2.99 5.70
H 0.67 4.26 3.82
H -0.27 3.00 1.90
```

***

Density functional theory data (ωB97M-V/def2-TZVPD) for C21H40AlClN2O6PS as an isolated structure.

## Properties
- Largest force on an atom: 2.51 eV/Å
- Orbital gap: 7.51 eV
- Total charge: -1
- Lowest unoccupied orbital energy: 2.48 eV

```
73
C21H40AlClN2O6PS (ωB97M-V/def2-TZVPD)
C -4.23 -4.69 0.13
C -2.99 -4.94 1.03
C -1.75 -4.42 0.30
C -0.45 -4.68 1.04
C 0.75 -3.86 0.51
Al 0.66 -1.87 0.81
C 2.25 -1.44 1.99
C 2.90 -0.10 1.55
C 2.54 1.01 2.56
C 3.38 2.28 2.29
C 2.51 3.44 1.80
C 1.75 3.09 0.52
C 2.35 3.59 -0.80
S 3.69 2.49 -1.35
C 2.89 1.27 -2.29
N 3.34 0.08 -2.24
N 2.55 -0.66 -3.12
C 1.69 0.13 -3.59
O 1.84 1.40 -3.12
O -0.96 -1.25 1.30
C -1.46 -0.25 0.48
Cl -3.28 -0.69 0.36
C -1.36 1.03 1.34
C -2.46 2.06 1.21
O -3.40 1.92 2.28
C -0.66 -0.29 -0.88
C -0.70 0.92 -1.82
O -0.43 2.18 -1.23
C -1.37 3.19 -1.55
C -0.89 4.04 -2.74
P -1.30 -1.64 -2.06
O -0.90 -1.35 -3.47
O 0.61 -0.76 -0.65
H -5.07 -4.28 0.68
H -4.49 -5.61 -0.40
H -3.97 -3.97 -0.64
H -2.86 -6.00 1.22
H -3.13 -4.36 1.94
H -1.89 -3.34 0.22
H -1.72 -4.81 -0.72
H -0.20 -5.74 0.92
H -0.60 -4.53 2.11
H 0.97 -4.15 -0.52
H 1.62 -4.21 1.09
H 2.96 -2.26 1.86
H 2.00 -1.41 3.05
H 2.55 0.13 0.55
H 3.99 -0.14 1.56
H 2.78 0.60 3.54
H 1.47 1.22 2.55
H 4.10 2.00 1.53
H 3.95 2.56 3.18
H 1.76 3.61 2.57
H 3.09 4.36 1.74
H 1.68 2.01 0.40
H 0.73 3.45 0.61
H 1.55 3.64 -1.53
H 2.75 4.59 -0.65
H 0.96 -0.19 -4.30
H -1.29 0.75 2.38
H -0.41 1.50 1.10
H -2.95 2.05 0.24
H -2.03 3.06 1.32
H -4.29 1.88 1.94
H 0.10 0.73 -2.54
H -1.63 0.90 -2.40
H -1.50 3.81 -0.67
H -2.36 2.78 -1.78
H -0.98 5.09 -2.49
H -1.47 3.84 -3.64
H 0.14 3.77 -2.95
H -0.68 -2.84 -1.67
H -2.71 -1.75 -2.03
```

***

Density functional theory data (ωB97M-V/def2-TZVPD) for a 2-piece molecular cluster, C36H62F5N2O8 overall.

## Properties
- Largest force on an atom: 9.90 eV/Å
- Orbital gap: 7.62 eV
- Total charge: +1
- Lowest unoccupied orbital energy: -3.07 eV

```
113
C36H62F5N2O8 (ωB97M-V/def2-TZVPD)
C -4.14 -0.08 7.44
C -3.32 -0.49 6.35
C -2.13 -1.09 5.37
C -2.02 -0.19 3.97
C -2.83 -0.93 2.70
C -2.20 -0.73 1.24
C -2.06 0.92 0.98
C -2.34 1.35 -0.61
C -1.36 2.17 -1.42
N -3.22 1.67 1.68
C -3.47 2.88 1.14
C -4.98 3.14 0.46
C -2.50 4.22 1.15
O -0.86 1.51 1.56
C 0.37 0.79 1.22
C 1.48 0.71 2.46
F 1.56 -0.60 3.13
F 2.86 0.94 1.88
C 1.33 2.00 3.52
F 1.15 3.30 2.83
F 2.70 2.09 4.16
F 0.39 1.75 4.63
C 0.19 -0.59 0.37
O 1.52 -1.13 0.21
C 2.30 -0.50 -0.87
C 2.56 -1.43 -2.19
C 1.85 -0.66 -3.47
C 1.39 -1.69 -4.68
N -0.94 -1.53 0.82
C -1.44 -2.13 -0.52
C -0.38 -2.97 -1.40
C -1.03 -4.37 -2.05
C 0.03 -5.64 -1.85
O 1.07 -5.69 -2.90
C -0.51 -2.60 1.78
C -1.10 -4.11 1.67
C -2.67 -4.41 1.83
C -3.08 -4.93 3.37
O -2.41 -5.93 3.99
O -4.25 -4.23 3.99
C -5.48 -4.58 3.25
C -6.18 -3.19 2.68
H -4.94 -0.08 8.32
H -1.07 -0.93 5.90
H -2.21 -2.24 5.17
H -0.90 -0.22 3.67
H -2.45 0.91 4.11
H -3.97 -0.59 2.73
H -2.89 -2.05 3.11
H -3.13 -0.97 0.51
H -3.34 1.06 -1.17
H -0.71 3.02 -0.91
H -1.17 1.96 -2.57
H -5.68 2.20 0.56
H -5.43 4.13 0.93
H -4.74 3.41 -0.67
H -2.87 5.01 0.35
H -1.37 3.99 0.93
H -2.53 4.79 2.20
H 0.92 1.53 0.45
H -0.08 -0.22 -0.74
H 1.90 0.53 -1.24
H 3.38 -0.27 -0.41
H 2.29 -2.56 -2.08
H 3.74 -1.40 -2.42
H 0.83 -0.21 -3.04
H 2.47 0.27 -3.84
H 1.94 -2.72 -4.65
H 1.53 -1.09 -5.69
H 0.23 -1.92 -4.60
H -2.40 -2.82 -0.37
H -1.88 -1.28 -1.24
H 0.59 -3.34 -0.82
H -0.10 -2.31 -2.35
H -2.00 -4.69 -1.45
H -1.32 -4.19 -3.17
H 0.62 -5.56 -0.81
H -0.52 -6.68 -1.83
H 1.93 -6.02 -2.46
H -0.57 -2.31 2.94
H 0.66 -2.87 1.73
H -0.56 -4.71 2.56
H -0.73 -4.72 0.70
H -3.35 -3.50 1.47
H -2.96 -5.31 1.12
H -6.17 -5.16 4.03
H -5.30 -5.29 2.34
H -7.29 -3.17 3.08
H -6.22 -3.28 1.51
H -5.62 -2.22 3.02
C 4.11 3.62 -0.75
O 4.00 4.40 -1.93
C 4.66 5.66 -1.87
C 5.69 5.86 -2.99
O 6.79 4.95 -3.05
C 6.50 3.57 -3.30
C 5.82 3.22 -4.64
O 4.52 3.78 -4.76
C 4.33 4.58 -5.92
H 3.21 3.75 -0.15
H 4.19 2.57 -1.04
H 4.99 3.87 -0.16
H 5.14 5.82 -0.89
H 3.88 6.42 -1.97
H 6.14 6.85 -2.83
H 5.21 5.93 -3.96
H 5.95 3.14 -2.46
H 7.47 3.06 -3.29
H 5.71 2.14 -4.69
H 6.47 3.52 -5.47
H 5.27 5.03 -6.27
H 3.64 5.39 -5.66
H 3.89 3.97 -6.71
```

***

Density functional theory data (ωB97M-V/def2-TZVPD) for a 2-piece molecular cluster, C4H10N2O2 overall.

## Properties
- Relative energy (zero: lowest compared OMol25 entry of this formula, charge and spin): 1.725 eV
- Largest force on an atom: 3.56 eV/Å
- SMILES: CC(N)=O.CC(N)=O
- Orbital gap: 9.97 eV
- Total charge: 0
- Lowest unoccupied orbital energy: 0.56 eV

```
18
C4H10N2O2 (ωB97M-V/def2-TZVPD)
C 2.43 -1.35 -2.08
C 1.44 -1.22 -0.88
N 0.29 -1.95 -0.99
O 1.86 -0.78 0.17
H 2.16 -0.55 -2.80
H 2.44 -2.39 -2.43
H 3.44 -0.95 -2.05
H -0.38 -1.82 -0.24
H -0.02 -2.45 -1.80
C -2.55 1.27 0.94
C -1.53 2.00 1.72
N -0.40 1.21 2.08
O -1.59 3.11 2.21
H -2.98 0.56 1.64
H -1.91 0.82 0.15
H -3.24 1.84 0.32
H 0.29 1.64 2.74
H 0.23 1.02 1.31
```

***

Density functional theory data (ωB97M-V/def2-TZVPD) for C35H33FN2P2PbS2Si as an isolated structure.

## Properties
- Relative energy (zero: lowest compared OMol25 entry of this formula, charge and spin): 0.302 eV
- Largest force on an atom: 1.02 eV/Å
- Orbital gap: 7.43 eV
- Total charge: 0
- Lowest unoccupied orbital energy: -0.60 eV

```
77
C35H33FN2P2PbS2Si (ωB97M-V/def2-TZVPD)
Pb -0.24 0.58 -1.57
S 2.12 1.63 -0.32
P 1.36 0.30 0.97
C -0.18 -0.31 0.36
P -1.82 0.04 0.90
S -2.87 0.34 -0.81
C -2.50 -1.35 1.83
C -3.84 -1.35 2.22
C -4.36 -2.41 2.94
C -3.54 -3.49 3.28
C -2.21 -3.49 2.89
C -1.69 -2.43 2.16
C -2.04 1.45 2.03
C -2.17 1.26 3.40
C -2.30 2.35 4.24
C -2.29 3.64 3.72
C -2.16 3.83 2.35
C -2.05 2.74 1.51
C 1.22 0.92 2.67
C 1.02 0.00 3.70
C 0.94 0.43 5.01
C 1.06 1.79 5.30
C 1.25 2.70 4.28
C 1.33 2.27 2.96
C 2.50 -1.10 1.18
C 2.07 -2.41 1.02
C 2.96 -3.46 1.22
C 4.27 -3.20 1.58
C 4.70 -1.88 1.74
C 3.82 -0.84 1.54
H -4.48 -0.51 1.97
H -5.40 -2.41 3.24
H -3.95 -4.32 3.84
H -1.57 -4.33 3.14
H -0.66 -2.44 1.83
H -2.17 0.26 3.82
H -2.39 2.20 5.31
H -2.39 4.49 4.38
H -2.16 4.83 1.94
H -1.97 2.91 0.44
H 0.96 -1.06 3.48
H 0.80 -0.29 5.81
H 1.00 2.13 6.33
H 1.34 3.76 4.50
H 1.48 2.98 2.15
H 1.05 -2.60 0.72
H 2.63 -4.48 1.09
H 4.97 -4.01 1.73
H 5.73 -1.68 2.02
H 4.16 0.19 1.67
C -1.84 2.13 -4.42
Si -0.06 1.59 -4.69
C 1.25 2.87 -4.34
C 0.03 1.34 -6.55
N 0.26 0.17 -3.63
C 0.65 -1.12 -4.05
C 0.94 -1.43 -5.39
C 1.36 -2.69 -5.79
C 1.53 -3.72 -4.88
C 1.25 -3.46 -3.55
C 0.83 -2.20 -3.19
F 0.57 -2.00 -1.87
H -1.96 3.17 -4.73
H -2.23 2.06 -3.40
H -2.47 1.51 -5.06
H 0.90 3.87 -4.57
H 2.11 2.64 -4.98
H 1.61 2.89 -3.31
H -0.23 2.32 -6.96
H -0.70 0.63 -6.94
H 1.02 1.09 -6.92
H 0.85 -0.68 -6.15
H 1.57 -2.85 -6.84
H 1.86 -4.70 -5.20
H 1.36 -4.21 -2.78
N -1.07 3.86 -1.77
C -0.74 2.75 -1.79
```

***

Density functional theory data (ωB97M-V/def2-TZVPD) for C30H32BN2O6S2Tc as an isolated structure.

## Properties
- Relative energy (zero: lowest compared OMol25 entry of this formula, charge and spin): 1.051 eV
- Largest force on an atom: 2.53 eV/Å
- Orbital gap (alpha / beta): 6.99 / 5.60 eV
- Multiplicity: 4
- Total charge: +1
- Lowest unoccupied orbital energy (alpha / beta): -3.88 / -5.22 eV

```
74
C30H32BN2O6S2Tc (ωB97M-V/def2-TZVPD)
Tc 0.10 -1.31 -0.28
O 4.37 -1.45 -0.66
C 4.77 -1.43 0.62
C 6.12 -1.43 0.96
C 6.52 -1.41 2.28
C 5.57 -1.41 3.30
C 4.23 -1.41 2.98
C 3.80 -1.41 1.65
C 2.39 -1.38 1.30
O 1.99 -1.38 0.08
N 1.46 -1.37 2.25
N 0.23 -1.38 1.73
C -0.76 -1.42 2.60
S -0.38 -1.40 4.29
C -2.12 -1.18 4.83
C -3.01 -1.90 3.85
S -2.43 -1.53 2.15
H 5.12 -1.44 -1.26
H 6.86 -1.43 0.17
H 7.57 -1.41 2.52
H 5.89 -1.41 4.32
H 3.47 -1.41 3.75
H -2.33 -0.11 4.85
H -2.20 -1.59 5.84
H -4.05 -1.58 3.92
H -2.97 -2.98 3.98
C -0.15 -6.45 -4.13
C -0.72 -5.38 -3.25
C -0.57 -4.04 -3.56
C -1.14 -3.04 -2.79
C -0.91 -1.60 -3.15
C -1.92 -3.42 -1.68
C -2.04 -4.76 -1.32
C -2.79 -5.15 -0.08
C -1.44 -5.72 -2.11
C -2.60 -2.39 -0.82
O -3.77 -2.43 -0.52
O -1.77 -1.47 -0.39
H 0.58 -6.03 -4.82
H -0.95 -6.90 -4.71
H 0.32 -7.23 -3.54
H 0.01 -3.76 -4.43
H -0.68 -1.51 -4.21
H -0.03 -1.19 -2.59
H -1.77 -0.98 -2.92
H -2.46 -4.56 0.78
H -2.64 -6.20 0.15
H -3.85 -4.96 -0.22
H -1.54 -6.76 -1.83
C -0.44 7.77 -0.30
C -1.29 6.53 -0.57
C -1.75 6.56 -2.04
C -2.51 6.56 0.37
C -0.52 5.24 -0.33
C 0.81 5.22 0.10
C 1.51 4.05 0.32
C 0.86 2.86 0.08
O 1.27 1.56 0.20
B 0.20 0.79 -0.19
O -0.87 1.57 -0.54
C -0.47 2.86 -0.37
C -1.17 4.03 -0.57
H -1.02 8.67 -0.49
H 0.43 7.80 -0.96
H -0.10 7.80 0.73
H -2.28 7.48 -2.25
H -2.41 5.73 -2.26
H -0.88 6.50 -2.69
H -3.06 7.48 0.24
H -2.17 6.50 1.41
H -3.18 5.72 0.18
H 1.32 6.15 0.28
H 2.53 4.08 0.67
H -2.20 3.98 -0.90
```